DFT (ωB97M-V/def2-TZVPD) results for a cluster of 2 separate species, C28H31N5O in total at a distorted geometry.

Geometry as ORCA input:
```
! wB97M-V def2-TZVPD RIJCOSX def2/J DEFGRID3
* xyz 0 1
H 1.513 7.544 0.095
H -0.449 2.609 -0.589
N -0.323 1.057 1.677
H 2.177 -2.373 -7.224
C 0.255 -5.473 1.386
C 0.858 5.493 0.143
H -1.690 2.679 1.584
C -0.250 -6.384 0.448
H 0.277 -0.318 4.764
C -0.598 2.493 1.542
N -0.168 -1.961 -5.707
H -1.239 0.416 4.149
H 0.841 -5.843 2.231
N 0.677 2.041 3.451
C -0.733 -3.600 0.148
C 0.470 0.720 2.873
N 0.213 -8.933 0.744
H 1.409 3.329 4.909
C -0.790 -2.225 -4.517
C -0.654 7.381 0.093
H 3.164 -1.525 -6.016
H -1.807 -4.181 -1.644
O -0.003 4.231 3.199
C -0.997 -5.906 -0.642
H -2.769 6.892 0.087
C -0.555 -1.223 0.877
C 0.652 6.873 0.106
H 1.079 2.918 0.278
H 2.410 -0.071 3.420
H -1.535 -1.894 -0.913
C -2.232 -2.487 -4.420
H 2.381 0.843 1.879
H -2.504 -3.352 -5.039
C -0.329 -0.133 3.869
C 1.151 -1.834 -5.428
H 2.426 1.897 4.598
C 0.041 3.067 2.814
H -1.360 0.558 -0.049
C 0.002 -7.789 0.607
H -2.501 -2.692 -3.380
C 1.316 -2.013 -4.009
C -1.538 5.124 0.140
C -0.235 4.620 0.181
H -2.378 4.424 0.147
C 0.019 -4.112 1.249
C -0.004 3.124 0.277
C 1.835 0.123 2.506
H 1.734 -0.808 1.947
H -2.804 -1.622 -4.775
C -1.748 6.507 0.103
C 1.395 2.258 4.686
H 2.258 -1.978 -3.477
C -0.978 -2.197 -0.025
H 0.919 1.728 5.522
N 0.095 -2.240 -3.465
H 0.428 -3.435 2.001
H -0.628 -1.091 3.442
C 2.171 -1.575 -6.469
H 1.982 -0.628 -6.991
H 0.003 -1.565 1.745
H 1.865 5.071 0.169
H -0.817 8.459 0.070
H -1.387 -6.620 -1.370
C -0.777 0.150 0.784
C -1.234 -4.547 -0.790
*
```

**F_max**: 3.35 eV/A
**Total energy**: -39034.129 eV
**Relative energy (zero: lowest compared OMol25 entry of this formula, charge and spin)**: 3.792 eV
**Gap between HOMO and LUMO**: 2.16 eV